Below is C51H51Br4FLaN3O4P2SSb as an isolated structure at a distorted geometry, with properties calculated with ωB97M-V with the def2-TZVPD basis set.

```
119
Properties=species:S:1:pos:R:3
La -2.803 1.877 0.056
Br -7.686 0.348 5.088
C -7.164 0.863 3.341
C -7.432 2.226 2.981
Br -9.115 2.919 3.363
C -6.467 2.979 2.283
Br -6.770 4.843 2.188
C -5.426 2.273 1.712
O -4.507 2.980 1.137
C -5.300 0.839 1.929
O -4.418 0.211 1.207
C -6.081 0.133 2.841
Br -5.691 -1.741 3.198
O -4.122 2.576 -4.042
C -3.459 2.489 -3.009
O -3.280 1.426 -2.303
C -2.800 3.756 -2.610
C -2.636 4.746 -3.608
C -1.845 5.885 -3.333
C -1.497 6.189 -1.998
C -0.752 7.295 -1.499
C -0.542 7.619 -0.201
C -1.090 6.699 0.740
C -1.731 5.531 0.413
C -1.841 5.175 -0.983
N -2.509 4.082 -1.281
H -2.915 4.544 -4.639
H -1.495 6.454 -4.183
H -0.286 7.927 -2.318
H 0.033 8.547 0.108
H -0.985 7.049 1.766
H -1.858 4.763 1.176
C 3.815 -8.232 -4.446
S 2.517 -6.983 -4.807
C 2.626 -6.068 -3.278
C 2.268 -4.560 -3.372
C 2.412 -3.915 -1.963
N 1.699 -2.559 -1.887
P 0.081 -2.406 -1.734
C -0.961 -3.778 -1.301
C -1.089 -4.840 -2.313
C -1.699 -6.042 -2.048
C -2.039 -6.255 -0.694
C -1.698 -5.366 0.292
C -1.217 -4.124 0.060
C -0.546 -1.647 -3.287
C -1.828 -1.288 -3.432
C -2.308 -0.803 -4.674
C -1.520 -0.859 -5.834
C -0.198 -1.307 -5.673
C 0.323 -1.663 -4.426
P 2.369 -0.983 -1.541
C 3.677 -1.112 -2.936
C 3.591 -0.493 -4.180
C 4.640 -0.602 -5.139
C 5.794 -1.313 -4.826
C 5.949 -1.809 -3.553
C 4.855 -1.802 -2.675
C 3.361 -1.327 -0.026
C 4.603 -0.636 0.085
C 5.449 -1.018 1.140
C 4.929 -1.700 2.210
C 3.711 -2.371 2.109
C 2.889 -2.141 1.039
H 4.008 -8.786 -5.379
H 3.582 -8.956 -3.663
H 4.799 -7.851 -4.318
H 3.704 -6.087 -2.989
H 1.906 -6.568 -2.588
H 1.233 -4.411 -3.723
H 3.025 -4.040 -4.003
H 3.471 -3.838 -1.684
H 1.856 -4.614 -1.261
H -0.636 -4.628 -3.278
H -1.964 -6.762 -2.880
H -2.640 -7.136 -0.398
H -1.870 -5.653 1.302
H -1.253 -3.325 0.819
H -2.467 -1.461 -2.587
H -3.304 -0.344 -4.718
H -1.897 -0.612 -6.832
H 0.589 -1.201 -6.443
H 1.377 -1.986 -4.380
H 2.737 -0.001 -4.566
H 4.571 -0.102 -6.076
H 6.489 -1.540 -5.631
H 6.957 -2.211 -3.275
H 5.085 -2.320 -1.684
H 4.864 0.079 -0.668
H 6.497 -0.751 1.071
H 5.477 -1.730 3.156
H 3.359 -3.081 2.865
H 1.918 -2.668 0.997
F -1.246 2.164 1.519
N -0.816 -0.363 0.204
C 0.060 -0.898 -0.537
H -0.610 0.271 1.028
C 2.836 4.284 6.198
C 1.742 3.691 7.060
Sb -0.223 3.578 6.012
C -0.303 1.418 6.137
C -0.649 0.877 4.737
C -1.469 3.558 7.832
C -2.425 4.724 7.558
H 3.847 3.766 6.321
H 2.923 5.388 6.353
H 2.594 4.029 5.136
H 1.415 4.257 7.978
H 1.906 2.667 7.419
H -1.019 1.039 6.830
H 0.698 1.051 6.400
H -0.912 1.614 4.014
H -1.492 0.177 4.817
H 0.279 0.396 4.308
H -0.746 3.666 8.648
H -1.953 2.579 7.906
H -2.685 4.936 6.454
H -1.867 5.630 7.886
H -3.346 4.585 8.192
```

Molar mass = 1463.3 g/mol
HOMO-LUMO gap = 0.1887 Eh
Net charge = -1
Electronic energy = -14187.855635 a.u.
HOMO energy = -3.8 eV



Below is an isolated molecule of C5H11NO at a distorted geometry, with properties calculated with ωB97M-V with the def2-TZVPD basis set.

```
18
Properties=species:S:1:pos:R:3
C 0.279 -0.612 -2.422
C 0.784 -0.664 -0.879
C -1.466 -1.068 0.048
C -0.011 0.638 0.973
C 1.287 1.429 0.983
H 0.047 0.601 -2.626
H 1.095 -1.109 -3.105
H -0.447 -1.220 -2.647
H 1.145 -1.757 -0.814
H 1.709 -0.142 -0.769
H -1.393 -2.182 -0.070
H -1.996 -0.639 1.046
H -1.972 -0.749 -1.079
H 1.994 0.724 1.280
H 1.277 1.993 1.649
H 1.621 1.942 0.325
N -0.195 -0.336 -0.012
O -0.868 0.819 1.834
```

Molar mass = 101.1 g/mol
HOMO-LUMO gap = 0.3581 Eh
Net charge = 0
Electronic energy = -326.948628 a.u.
HOMO energy = -8.9 eV
SMILES string = CCN(C)C(C)=O



Below is a 2-piece molecular cluster, C4H3NO2 overall at a distorted geometry, with properties calculated with ωB97M-V with the def2-TZVPD basis set.

```
10
Properties=species:S:1:pos:R:3
C 0.785 -0.377 -0.197
C -3.025 -0.983 -0.427
C 0.171 1.041 1.765
C 1.423 0.329 -1.140
N 0.492 0.186 1.038
O -3.331 -2.049 -0.249
O -0.131 1.822 2.537
H 0.425 -1.365 -0.174
H 1.777 0.019 -2.220
H 1.417 1.375 -0.934
```

Molar mass = 97.1 g/mol
HOMO-LUMO gap = 0.3799 Eh
Net charge = 0
Electronic energy = -359.407864 a.u.
HOMO energy = -9.5 eV



Below is an isolated ion of composition C6H11N2O and charge +1 at a distorted geometry, with properties calculated with ωB97M-V with the def2-TZVPD basis set.

```
20
Properties=species:S:1:pos:R:3
C -0.722 -1.652 0.200
C -1.401 -0.491 0.138
C 0.844 -0.117 0.064
C -2.824 -0.129 0.048
C -0.589 1.809 -0.251
C 3.254 -0.154 -0.042
N -0.364 0.403 -0.108
N 0.657 -1.454 0.177
O 1.991 0.625 -0.017
H -1.182 -2.599 0.189
H -3.089 0.700 0.696
H -3.045 0.159 -0.988
H -3.457 -1.011 0.274
H -1.019 2.177 0.645
H 0.329 2.363 -0.253
H -1.119 1.989 -1.168
H 3.696 0.190 -1.001
H 2.914 -1.116 0.004
H 3.813 0.281 0.762
H 1.313 -1.974 0.632
```

Molar mass = 127.2 g/mol
HOMO-LUMO gap = 0.3879 Eh
Net charge = +1
Electronic energy = -419.711087 a.u.
HOMO energy = -13.3 eV
SMILES string = COc1[nH+]cc(C)n1C



Below is a 3-piece molecular cluster, C4H16NO2 overall at a distorted geometry, with properties calculated with ωB97M-V with the def2-TZVPD basis set.

```
23
Properties=species:S:1:pos:R:3
C 0.905 0.640 -0.810
C -0.029 -0.591 -0.792
C 0.640 -1.930 -0.602
C 1.292 -2.013 0.828
N 0.086 1.900 -0.681
H 1.568 0.509 0.028
H 1.433 0.691 -1.754
H -0.762 -0.400 -0.006
H -0.479 -0.456 -1.814
H -0.132 -2.741 -0.665
H 1.276 -2.229 -1.427
H 1.153 -1.113 1.423
H 2.385 -2.116 0.629
H 0.926 -2.841 1.394
H 0.586 2.699 -1.072
H -0.265 2.143 0.290
H -0.701 1.846 -1.349
H -4.056 -0.174 -0.483
H -2.858 -0.929 0.433
O -3.145 -0.328 -0.245
H 0.365 3.198 2.263
H -0.116 1.792 2.568
O -0.070 2.444 1.843
```

Molar mass = 110.2 g/mol
HOMO-LUMO gap = 0.4184 Eh
Net charge = +1
Electronic energy = -366.980644 a.u.
HOMO energy = -14.5 eV



Below is C40H35F9N5O3PS4SeTaTe as an isolated structure at a distorted geometry, with properties calculated with ωB97M-V with the def2-TZVPD basis set.

```
100
Properties=species:S:1:pos:R:3
Ta 1.213 0.456 -1.538
N -2.248 3.685 2.893
C -3.536 3.387 2.490
C -4.776 3.617 3.075
C -5.883 3.248 2.335
C -5.754 2.668 1.064
C -4.518 2.420 0.504
C -3.390 2.784 1.236
N -2.041 2.703 0.907
C -1.415 3.270 1.896
C 0.024 3.519 1.927
C 0.642 4.365 2.796
S 2.321 4.370 2.503
C 2.079 3.256 1.232
N 0.852 2.894 1.021
H -1.968 4.059 3.782
H -4.877 4.082 4.047
H -6.872 3.420 2.740
H -6.649 2.402 0.517
H -4.425 1.959 -0.470
H 0.201 4.990 3.554
H 2.917 2.879 0.672
O -1.525 -1.267 -3.376
C -0.335 -1.297 -3.436
O 0.405 -0.165 -3.123
C 0.545 -2.396 -3.850
C 0.008 -3.370 -4.690
C 0.800 -4.396 -5.165
C 2.136 -4.451 -4.782
C 2.667 -3.502 -3.928
C 1.885 -2.452 -3.438
S 2.685 -1.437 -2.225
H -1.033 -3.290 -4.973
H 0.388 -5.143 -5.830
H 2.770 -5.247 -5.149
H 3.705 -3.568 -3.625
S -0.205 -0.013 3.031
P -0.881 -1.228 1.682
S -0.116 -1.209 -0.290
C -0.520 -2.968 2.076
C 0.345 -3.282 3.114
C 0.610 -4.611 3.420
C 0.018 -5.627 2.685
C -0.850 -5.315 1.644
C -1.123 -3.991 1.344
C -2.676 -1.302 1.468
C -3.292 -1.564 0.248
C -4.652 -1.844 0.209
C -5.395 -1.858 1.379
C -4.788 -1.563 2.593
C -3.434 -1.282 2.640
H 0.781 -2.481 3.698
H 1.268 -4.853 4.245
H 0.217 -6.662 2.931
H -1.324 -6.104 1.076
H -1.808 -3.757 0.539
H -2.716 -1.570 -0.668
H -5.126 -2.058 -0.740
H -6.453 -2.084 1.345
H -5.371 -1.553 3.504
H -2.954 -1.064 3.587
C -1.501 3.974 -1.622
Te -1.430 1.859 -1.816
C -1.511 2.035 -3.947
H -1.075 4.421 -2.514
H -0.952 4.274 -0.737
H -2.550 4.242 -1.517
H -2.562 1.980 -4.220
H -0.972 1.228 -4.428
H -1.098 2.994 -4.243
C 3.632 0.328 3.553
N 3.450 -1.001 2.980
C 3.626 -2.179 3.670
C 3.297 -3.176 2.827
N 2.926 -2.600 1.629
C 2.461 -3.403 0.501
C 3.026 -1.265 1.726
Se 2.958 0.181 0.531
H 3.840 0.205 4.612
H 2.718 0.904 3.416
H 4.465 0.838 3.071
H 3.968 -2.197 4.688
H 3.284 -4.242 2.961
H 1.948 -4.272 0.909
H 3.305 -3.706 -0.113
H 1.766 -2.820 -0.092
F 5.060 4.178 -2.668
C 4.189 3.629 -1.834
F 4.852 2.858 -0.973
F 3.610 4.609 -1.136
C 3.123 2.774 -2.595
O 2.554 1.874 -1.711
C 3.823 1.980 -3.743
F 4.202 2.780 -4.736
F 2.983 1.073 -4.245
F 4.890 1.344 -3.265
C 2.039 3.716 -3.186
F 1.252 3.038 -4.029
F 1.266 4.199 -2.215
F 2.582 4.736 -3.839
```

Molar mass = 1351.5 g/mol
HOMO-LUMO gap = 0.2502 Eh
Net charge = +1
Electronic energy = -7604.193700 a.u.
HOMO energy = -10.4 eV



Below is C20H20BBrCuN8O2 as an isolated structure at a distorted geometry, with properties calculated with ωB97M-V with the def2-TZVPD basis set.

```
53
Properties=species:S:1:pos:R:3
Cu 0.383 -0.956 -0.063
C -0.331 2.057 3.419
C 0.728 1.866 4.331
N 1.046 0.599 4.405
N 0.228 -0.074 3.583
C -0.611 0.758 2.958
B 0.449 -1.552 3.201
N 1.807 -1.778 2.346
C 2.881 -2.383 2.813
C 3.828 -2.368 1.743
C 3.219 -1.676 0.712
N 2.029 -1.318 1.127
N -0.709 -2.057 2.344
C -1.751 -2.775 2.915
C -2.680 -2.975 1.918
C -2.152 -2.350 0.831
N -1.006 -1.812 1.043
H -0.963 2.898 3.168
H 1.303 2.593 4.894
H -1.180 0.509 2.090
H 0.586 -2.373 4.072
H 2.873 -2.862 3.775
H 4.811 -2.776 1.781
H 3.568 -1.418 -0.256
H -1.710 -3.177 3.929
H -3.619 -3.519 1.968
H -2.533 -2.375 -0.197
C 2.116 2.637 -2.046
N 0.929 3.161 -1.436
C 0.765 3.151 -0.101
C -0.264 4.075 0.153
N -0.805 4.550 -1.027
C -0.033 4.002 -1.983
H 2.301 1.566 -1.858
H 2.961 3.247 -1.653
H 2.019 2.683 -3.077
H 1.553 2.638 0.507
H -0.669 4.301 1.086
H -0.055 4.150 -3.045
Br -0.002 -3.249 -3.182
C -1.177 -1.803 -3.399
C -2.510 -2.040 -3.763
C -3.378 -0.977 -4.115
C -2.926 0.338 -3.965
C -1.650 0.607 -3.504
C -0.770 -0.490 -3.265
C 0.704 -0.050 -3.039
O 1.125 0.731 -3.885
O 1.288 -0.339 -1.932
H -2.818 -3.084 -4.100
H -4.336 -1.286 -4.563
H -3.612 1.158 -4.220
H -1.249 1.618 -3.435
```

Molar mass = 558.7 g/mol
HOMO-LUMO gap = 0.2929 Eh
Net charge = -1
Electronic energy = -5602.161083 a.u.
HOMO energy = -5.3 eV



Below is C8H7AuF6N2O5S2 as an isolated structure at a distorted geometry, with properties calculated with ωB97M-V with the def2-TZVPD basis set.

```
31
Properties=species:S:1:pos:R:3
Au -0.260 -0.162 -0.438
O -0.095 -1.380 -2.328
C 1.195 -1.246 -2.978
C 2.228 -1.073 -1.935
C 3.555 -1.457 -2.059
C 4.469 -1.029 -1.117
C 4.018 -0.197 -0.075
C 2.695 0.047 0.072
N 1.806 -0.374 -0.845
H -0.835 -1.176 -2.953
H 1.168 -0.375 -3.639
H 1.318 -2.113 -3.597
H 3.868 -1.973 -2.971
H 5.517 -1.312 -1.245
H 4.715 0.301 0.605
H 2.273 0.609 0.883
F -2.704 3.882 2.733
C -1.843 3.441 1.858
F -2.318 3.347 0.620
F -0.737 4.156 1.903
S -1.425 1.593 2.321
O -0.437 1.237 1.300
O -0.993 1.592 3.692
N -2.828 0.923 2.133
S -3.384 0.062 0.898
O -4.660 0.422 0.413
O -2.375 0.023 -0.195
C -3.470 -1.685 1.615
F -3.780 -2.506 0.630
F -2.302 -1.991 2.182
F -4.381 -1.586 2.516
```

Molar mass = 586.2 g/mol
HOMO-LUMO gap (alpha / beta) = 0.3748 / 0.1548 Eh
2S+1 = 3
Net charge = +2
Electronic energy = -2325.181855 a.u.
HOMO energy (alpha / beta) = -17.1 / -17.1 eV



Q: What is the formula in the fifth record?
A: C4H16NO2



Repeat the third record exactly.
Below is a 2-piece molecular cluster, C4H3NO2 overall at a distorted geometry, with properties calculated with ωB97M-V with the def2-TZVPD basis set.

```
10
Properties=species:S:1:pos:R:3
C 0.785 -0.377 -0.197
C -3.025 -0.983 -0.427
C 0.171 1.041 1.765
C 1.423 0.329 -1.140
N 0.492 0.186 1.038
O -3.331 -2.049 -0.249
O -0.131 1.822 2.537
H 0.425 -1.365 -0.174
H 1.777 0.019 -2.220
H 1.417 1.375 -0.934
```

Molar mass = 97.1 g/mol
HOMO-LUMO gap = 0.3799 Eh
Net charge = 0
Electronic energy = -359.407864 a.u.
HOMO energy = -9.5 eV



Copy entry 8 word for word.
Below is C8H7AuF6N2O5S2 as an isolated structure at a distorted geometry, with properties calculated with ωB97M-V with the def2-TZVPD basis set.

```
31
Properties=species:S:1:pos:R:3
Au -0.260 -0.162 -0.438
O -0.095 -1.380 -2.328
C 1.195 -1.246 -2.978
C 2.228 -1.073 -1.935
C 3.555 -1.457 -2.059
C 4.469 -1.029 -1.117
C 4.018 -0.197 -0.075
C 2.695 0.047 0.072
N 1.806 -0.374 -0.845
H -0.835 -1.176 -2.953
H 1.168 -0.375 -3.639
H 1.318 -2.113 -3.597
H 3.868 -1.973 -2.971
H 5.517 -1.312 -1.245
H 4.715 0.301 0.605
H 2.273 0.609 0.883
F -2.704 3.882 2.733
C -1.843 3.441 1.858
F -2.318 3.347 0.620
F -0.737 4.156 1.903
S -1.425 1.593 2.321
O -0.437 1.237 1.300
O -0.993 1.592 3.692
N -2.828 0.923 2.133
S -3.384 0.062 0.898
O -4.660 0.422 0.413
O -2.375 0.023 -0.195
C -3.470 -1.685 1.615
F -3.780 -2.506 0.630
F -2.302 -1.991 2.182
F -4.381 -1.586 2.516
```

Molar mass = 586.2 g/mol
HOMO-LUMO gap (alpha / beta) = 0.3748 / 0.1548 Eh
2S+1 = 3
Net charge = +2
Electronic energy = -2325.181855 a.u.
HOMO energy (alpha / beta) = -17.1 / -17.1 eV